No. 1
An isolated molecule of C4H11NO in a non-equilibrium geometry. Source: the Open Molecules 2025 dataset; level of theory: ωB97M-V/def2-TZVPD.

**HOMO level**: -8.99 eV
**Frontier orbital gap**: 0.36670 Ha
**SMILES**: CN(C)CCO
**ΔE to the lowest compared entry with this formula, charge and spin**: 44.2 kcal/mol
**Charge**: 0
**F_max**: 0.04594 Eh/bohr

Last columns: bonded neighbours and bond lengths (Å).
Positions of all 17 atoms, in Å:
1 C -0.2334 0.7195 -1.6771  N2 1.466, H7 1.106, H8 1.100, H9 1.083
2 N -0.2009 -0.1455 -0.4942  C1 1.466, C3 1.453, C4 1.471
3 C -1.5532 -0.6108 -0.2357  N2 1.453, H10 1.091, H11 1.126, H12 1.095
4 C 0.4074 0.5134 0.6720  N2 1.471, C5 1.547, H13 1.097, H14 1.104
5 C 1.4559 -0.3091 1.4582  C4 1.547, O6 1.416, H15 1.092, H16 1.101
6 O 1.5438 -1.6353 0.9684  C5 1.416, H17 0.961
7 H -0.7411 1.6665 -1.4134  C1 1.106
8 H 0.7983 1.0703 -1.8268  C1 1.100
9 H -0.6090 0.1760 -2.5357  C1 1.083
10 H -2.0091 -0.9280 -1.1742  C3 1.091
11 H -2.1599 0.2657 0.1267  C3 1.126
12 H -1.6566 -1.4343 0.4781  C3 1.095
13 H -0.3732 1.1002 1.1726  C4 1.097
14 H 0.9376 1.3868 0.2538  C4 1.104
15 H 1.2193 -0.3699 2.5226  C5 1.092
16 H 2.3900 0.2563 1.3181  C5 1.101
17 H 0.7841 -1.7220 0.3865  O6 0.961


No. 2
A cluster of 2 separate species, C4H11NO in total in a non-equilibrium geometry. Source: the Open Molecules 2025 dataset; level of theory: ωB97M-V/def2-TZVPD.

**HOMO level**: -8.98 eV
**Frontier orbital gap**: 0.36224 Ha
**SMILES**: C/C=C/CN.O
**ΔE to the lowest compared entry with this formula, charge and spin**: 34.1 kcal/mol
**Charge**: 0
**F_max**: 0.02297 Eh/bohr

Last columns: bonded neighbours and bond lengths (Å).
Positions of all 17 atoms, in Å:
1 C -1.4784 0.8658 1.6308  C2 1.493, H6 1.094, H7 1.103, H8 1.081
2 C -0.3574 0.2106 0.8936  C1 1.493, C3 1.330, H9 1.087
3 C 0.4352 0.8733 0.0554  C2 1.330, C4 1.495, H10 1.083
4 C 1.7352 0.4185 -0.5267  C3 1.495, N5 1.467, H11 1.097, H12 1.102
5 N 2.7889 1.4083 -0.2803  C4 1.467, H13 1.016, H14 1.011
6 H -1.5245 0.5311 2.6711  C1 1.094
7 H -2.4526 0.5996 1.1882  C1 1.103
8 H -1.3984 1.9436 1.6041  C1 1.081
9 H -0.2387 -0.8696 0.8546  C2 1.087
10 H 0.2759 1.9320 -0.1071  C3 1.083
11 H 1.6649 0.3423 -1.6185  C4 1.097
12 H 1.9847 -0.5827 -0.1402  C4 1.102
13 H 3.6445 1.0537 -0.6982  N5 1.016
14 H 3.0000 1.5142 0.7026  N5 1.011
15 O -2.5791 -3.2360 -1.7506  H16 0.965, H17 0.963
16 H -2.0827 -3.3202 -2.5742  O15 0.965
17 H -3.4176 -3.6847 -1.9046  O15 0.963


No. 3
A cluster of 2 separate species, C4H11NO in total in a non-equilibrium geometry. Source: the Open Molecules 2025 dataset; level of theory: ωB97M-V/def2-TZVPD.

**HOMO level**: -9.45 eV
**Frontier orbital gap**: 0.37913 Ha
**SMILES**: C=CC.NCO
**ΔE to the lowest compared entry with this formula, charge and spin**: 52.5 kcal/mol
**Charge**: 0
**F_max**: 0.04421 Eh/bohr

Last columns: bonded neighbours and bond lengths (Å).
Positions of all 17 atoms, in Å:
1 C 2.3392 -1.3554 -0.6776  C2 1.334, H4 1.081, H5 1.094
2 C 2.6375 -0.0661 -0.5112  C1 1.334, C3 1.529, H6 1.092
3 C 1.6140 1.0549 -0.6961  C2 1.529, H7 1.088, H8 1.089, H9 1.093
4 H 2.7496 -2.2021 -0.1450  C1 1.081
5 H 1.4962 -1.5717 -1.3404  C1 1.094
6 H 3.6102 0.1958 -0.0901  C2 1.092
7 H 0.7432 0.9474 -0.0533  C3 1.088
8 H 2.0528 2.0202 -0.4485  C3 1.089
9 H 1.2933 0.9402 -1.7349  C3 1.093
10 N -2.2797 0.9016 1.1985  C11 1.404, H13 1.009, H14 1.011
11 C -2.8110 -0.1772 0.4729  N10 1.404, O12 1.453, H15 1.089, H16 1.094
12 O -1.9554 -1.3422 0.3211  C11 1.453, H17 0.953
13 H -2.1609 0.6437 2.1672  N10 1.009
14 H -1.4811 1.4488 0.9065  N10 1.011
15 H -3.7742 -0.5181 0.8498  C11 1.089
16 H -3.0193 0.1123 -0.5610  C11 1.094
17 H -1.0544 -1.0323 0.3420  O12 0.953


No. 4
A cluster of 2 separate species, C4H11NO in total in a non-equilibrium geometry. Source: the Open Molecules 2025 dataset; level of theory: ωB97M-V/def2-TZVPD.

**HOMO level**: -8.26 eV
**Frontier orbital gap**: 0.34010 Ha
**SMILES**: C=CO.CNC
**ΔE to the lowest compared entry with this formula, charge and spin**: 91.3 kcal/mol
**Charge**: 0
**F_max**: 0.08455 Eh/bohr

Last columns: bonded neighbours and bond lengths (Å).
Positions of all 17 atoms, in Å:
1 C -1.3272 -1.8329 1.4805  C2 1.374, H4 1.060, H5 1.035
2 C -2.6821 -1.6675 1.6351  C1 1.374, O3 1.359, H6 1.147
3 O -3.4380 -1.7183 0.5067  C2 1.359, H7 0.941
4 H -0.8492 -1.8354 2.4269  C1 1.060
5 H -1.0738 -2.5930 0.8247  C1 1.035
6 H -3.2821 -1.7032 2.6124  C2 1.147
7 H -2.6891 -1.7745 -0.0607  O3 0.941
8 C 2.6026 0.3583 -1.3698  N9 1.485, H11 1.103, H12 1.198, H13 1.177
9 N 2.3683 1.6396 -0.6572  C8 1.485, C10 1.484, H14 0.959
10 C 1.8347 2.9201 -1.1836  N9 1.484, H15 1.103, H16 1.098, H17 1.166
11 H 3.5068 -0.1166 -0.9545  C8 1.103
12 H 1.6187 -0.3125 -1.2374  C8 1.198
13 H 2.9306 0.4353 -2.4979  C8 1.177
14 H 3.1018 1.8688 -0.0836  N9 0.959
15 H 2.6920 3.5183 -1.5359  C10 1.103
16 H 1.3688 3.4117 -0.3188  C10 1.098
17 H 1.0333 2.7022 -2.0017  C10 1.166


No. 5
An isolated molecule of C4H11NO in a non-equilibrium geometry. Source: the Open Molecules 2025 dataset; level of theory: ωB97M-V/def2-TZVPD.

**HOMO level**: -8.72 eV
**Frontier orbital gap**: 0.35788 Ha
**SMILES**: CNCCCO
**ΔE to the lowest compared entry with this formula, charge and spin**: 42.5 kcal/mol
**Charge**: 0
**F_max**: 0.04588 Eh/bohr

Last columns: bonded neighbours and bond lengths (Å).
Positions of all 17 atoms, in Å:
1 C -0.4358 -0.1172 -2.1634  N2 1.437, H7 1.101, H8 1.095, H9 1.095
2 N -1.1590 -0.2597 -0.9301  C1 1.437, C3 1.470, H10 1.002
3 C -0.8493 0.8021 0.0385  N2 1.470, C4 1.556, H11 1.083, H12 1.092
4 C 0.6833 0.8853 0.2943  C3 1.556, C5 1.526, H13 1.104, H14 1.087
5 C 1.0290 0.0398 1.5162  C4 1.526, O6 1.433, H15 1.093, H16 1.103
6 O 0.8546 -1.3681 1.3148  C5 1.433, H17 0.965
7 H 0.5681 -0.5598 -2.0698  C1 1.101
8 H -0.2320 0.8557 -2.6239  C1 1.095
9 H -0.7894 -0.7515 -2.9831  C1 1.095
10 H -2.1435 -0.3535 -1.0921  N2 1.002
11 H -1.2408 0.7539 1.0475  C3 1.083
12 H -1.1798 1.7622 -0.3627  C3 1.092
13 H 1.0721 1.8574 0.6442  C4 1.104
14 H 1.4186 0.6398 -0.4676  C4 1.087
15 H 2.0283 0.1516 1.9446  C5 1.093
16 H 0.3445 0.3021 2.3401  C5 1.103
17 H -0.0585 -1.6185 1.4995  O6 0.965


No. 6
The ion C4H11NO with charge +1 in a non-equilibrium geometry. Source: the Open Molecules 2025 dataset; level of theory: ωB97M-V/def2-TZVPD.

**HOMO level (spin up / spin down)**: -13.70 / -13.70 eV
**Multiplicity**: 2
**⟨S²⟩**: 0.7551
**Frontier orbital gap (spin up / spin down)**: 0.37208 / 0.18896 Ha
**ΔE to the lowest compared entry with this formula, charge and spin**: 65.4 kcal/mol
**Charge**: +1
**F_max**: 0.09319 Eh/bohr

Last columns: bonded neighbours and bond lengths (Å).
Positions of all 17 atoms, in Å:
1 C 1.5499 1.3913 0.3014  O2 1.425, C3 1.486, H7 1.106, H8 1.161
2 O 2.4353 0.2791 0.2092  C1 1.425, H9 0.993
3 C 0.2814 0.9372 -0.3248  C1 1.486, C4 1.571, H10 1.088, H11 1.153
4 C -0.3643 -0.1809 0.5701  C3 1.571, C5 1.600, H12 1.109, H13 1.057
5 C -1.7326 -0.7635 -0.0210  C4 1.600, N6 1.482, H14 1.089, H15 1.116
6 N -1.3578 -2.0907 -0.5624  C5 1.482, H16 1.059, H17 1.034
7 H 1.9048 2.2666 -0.2737  C1 1.106
8 H 1.4375 1.7997 1.3824  C1 1.161
9 H 3.3548 0.6436 0.2909  O2 0.993
10 H 0.3908 0.2402 -1.1530  C3 1.088
11 H -0.1971 1.9551 -0.5763  C3 1.153
12 H -0.7751 0.2860 1.4878  C4 1.109
13 H 0.4033 -0.8780 0.7756  C4 1.057
14 H -2.5551 -0.7228 0.6923  C5 1.089
15 H -2.1752 -0.0565 -0.7624  C5 1.116
16 H -0.5256 -2.3369 -1.1690  N6 1.059
17 H -2.0750 -2.7695 -0.8674  N6 1.034


No. 7
A cluster of 2 separate species, C4H11NO in total in a non-equilibrium geometry. Source: the Open Molecules 2025 dataset; level of theory: ωB97M-V/def2-TZVPD.

**HOMO level (spin up / spin down)**: -14.39 / -14.31 eV
**Multiplicity**: 2
**⟨S²⟩**: 0.7543
**Frontier orbital gap (spin up / spin down)**: 0.33859 / 0.24100 Ha
**ΔE to the lowest compared entry with this formula, charge and spin**: 69.3 kcal/mol
**Charge**: +1
**F_max**: 0.07160 Eh/bohr

Last columns: bonded neighbours and bond lengths (Å).
Positions of all 17 atoms, in Å:
1 N -0.9513 -0.8711 1.5838  C2 1.400, H6 1.024, H7 1.035
2 C 0.3784 -0.4356 1.5429  N1 1.400, C5 1.526, H8 1.146, H9 1.078
3 C -0.0042 -0.5183 -2.2367  C4 1.495, H10 1.160, H11 1.097, H12 1.094
4 C 0.0986 -1.0594 -0.8470  C3 1.495, C5 1.348, H13 1.182
5 C 0.9296 -0.6626 0.1378  C2 1.526, C4 1.348, H14 1.137
6 H -1.2237 -0.8443 2.5710  N1 1.024
7 H -1.4224 -0.1264 1.0401  N1 1.035
8 H 1.1043 -0.9399 2.2724  C2 1.146
9 H 0.2824 0.6090 1.7903  C2 1.078
10 H 0.0082 -1.2458 -3.1405  C3 1.160
11 H -0.9527 0.0314 -2.2888  C3 1.097
12 H 0.7385 0.2558 -2.4492  C3 1.094
13 H -0.7490 -1.8022 -0.4906  C4 1.182
14 H 2.0660 -0.6965 0.1219  C5 1.137
15 H 0.5945 2.4777 -0.1384  O17 0.969
16 H -0.8506 3.0693 -0.0002  O17 1.013
17 O -0.0465 2.7590 0.5311  H15 0.969, H16 1.013


No. 8
A cluster of 2 separate species, C4H11NO2 in total in a non-equilibrium geometry. Source: the Open Molecules 2025 dataset; level of theory: ωB97M-V/def2-TZVPD.

**HOMO level (spin up / spin down)**: 0.15 / -3.43 eV
**Multiplicity**: 2
**⟨S²⟩**: 0.7529
**Frontier orbital gap (spin up / spin down)**: 0.14386 / 0.27186 Ha
**ΔE to the lowest compared entry with this formula, charge and spin**: 40.0 kcal/mol
**Charge**: -1
**F_max**: 0.04530 Eh/bohr

Last columns: bonded neighbours and bond lengths (Å).
Positions of all 18 atoms, in Å:
1 C 1.1907 -1.2169 0.2641  N2 1.421, O6 1.259, H7 1.103
2 N 0.1022 -0.3488 -0.0213  C1 1.421, C4 1.470, H8 1.031
3 C -0.5295 1.9303 0.5611  C4 1.548, H9 1.098, H10 1.084, H11 1.098
4 C -0.7783 0.4315 0.8598  N2 1.470, C3 1.548, C5 1.561, H12 1.104
5 C -2.2855 0.0492 0.7239  C4 1.561, H13 1.088, H14 1.094, H15 1.088
6 O 2.4141 -0.9257 0.3285  C1 1.259
7 H 0.8012 -2.2075 -0.0237  C1 1.103
8 H -0.2263 -0.2097 -0.9883  N2 1.031
9 H 0.2108 2.3940 1.2270  C3 1.098
10 H -0.1008 1.9755 -0.4332  C3 1.084
11 H -1.4767 2.4802 0.6370  C3 1.098
12 H -0.4090 0.1881 1.8709  C4 1.104
13 H -2.3326 -1.0119 0.9578  C5 1.088
14 H -2.6237 0.1579 -0.3105  C5 1.094
15 H -2.8412 0.6075 1.4745  C5 1.088
16 H 3.0851 -0.9322 -1.7333  O18 0.975
17 H 3.1501 -2.0443 -2.8775  O18 0.954
18 O 2.6494 -1.3171 -2.5166  H16 0.975, H17 0.954


- What is the F_max in the first record?
  0.04594 Eh/bohr